# 1
Molecular formula: CHCl2FS2
Method: DFT, ωB97M-V/def2-TZVPD

```
7
Properties=species:S:1:pos:R:3:forces:R:3:nbo_charge:R:1
C 4.302980 0.127138 0.109953 0.463 0.319 0.290 0.2258
F 5.629034 0.256729 0.246638 -0.399 -0.137 -0.104 -0.3145
S 0.474101 -0.387342 -0.006379 -0.100 0.060 0.115 0.0187
S 1.142388 0.532874 1.597899 -0.131 -0.066 -0.018 -0.1352
Cl 3.778987 -1.464978 -0.146313 0.055 -0.192 -0.116 0.0480
Cl 3.592409 1.391497 -0.781483 0.072 0.030 -0.162 0.0414
H -0.810823 0.029498 -0.025669 0.041 -0.014 -0.005 0.1159
```
Forces are in eV/Å.

Properties
* ΔE to the lowest compared entry with this formula, charge and spin: 183.3 kJ/mol
* charge: 0
* Kohn-Sham gap (spin up / spin down): 8.6 / 6.8 eV


# 2
Molecular formula: C11H20BN7O4
Method: DFT, ωB97M-V/def2-TZVPD

```
43
Properties=species:S:1:pos:R:3:forces:R:3:nbo_charge:R:1
O -5.214131 3.194061 -2.235014 1.687 -0.032 -0.257 -0.3816
N -4.005578 3.387594 -2.419324 0.231 1.009 -0.259 0.5153
O -3.488251 4.533359 -2.440137 -0.814 -1.340 0.121 -0.4593
C -3.091439 2.283535 -2.641063 -0.385 0.829 0.425 -0.1442
C -1.710457 2.536270 -2.706373 -0.817 -0.247 -0.239 -0.0861
C -0.817429 1.501438 -2.684331 1.507 -0.146 -0.237 -0.0786
N 0.606387 1.673204 -2.645494 -0.826 0.541 -0.043 0.4987
O 1.143722 2.713462 -3.069459 -0.494 -1.326 0.772 -0.4179
O 1.244571 0.700222 -2.135437 -0.075 0.991 -0.678 -0.5443
C -1.193679 0.092782 -2.405000 -0.717 -0.555 -1.110 -0.2122
N -2.642314 -0.070532 -2.528995 -1.489 0.505 0.148 -0.2015
N -3.292923 -1.258402 -2.358563 -0.975 0.979 0.676 -0.1167
N -4.573206 -0.954036 -2.223300 1.815 -0.188 -0.815 -0.0664
N -4.807755 0.358145 -2.365203 2.017 0.539 -0.145 -0.2818
C -3.574980 0.930118 -2.548011 -0.526 -1.285 0.599 0.3132
H -1.333932 3.543601 -2.751249 -0.124 0.209 -0.028 0.2729
H -0.733621 -0.620498 -3.102736 0.119 0.181 0.297 0.2233
C 0.890626 -1.627882 4.038635 0.338 0.277 0.104 -0.5852
C 2.035184 -1.769119 3.044967 0.561 0.226 -0.410 -0.2328
N 1.572159 -1.010756 1.794427 -0.628 -0.302 1.606 -0.4567
C 1.491657 0.474091 2.142593 0.184 0.500 -0.245 -0.2104
C 0.890167 1.324871 1.030608 -0.119 0.385 -0.246 -0.6604
C 2.434457 -1.129297 0.576219 0.009 0.215 -0.778 -0.2361
C 2.812819 -2.531216 0.152028 0.343 -0.022 0.000 -0.6363
B 0.148085 -1.760780 1.749780 0.737 1.674 -2.113 0.5025
H -0.854095 -0.104487 -1.414024 0.010 -0.841 0.999 0.1857
H 0.988477 -2.265789 4.911973 0.011 -0.274 -0.146 0.2670
H 0.824864 -0.598074 4.394257 -0.299 -0.354 0.021 0.2386
H -0.076206 -1.894324 3.549864 -0.084 -0.021 0.282 0.2185
H 3.005206 -1.383709 3.395007 -0.413 0.043 -0.055 0.2361
H 2.165791 -2.819836 2.787129 0.059 0.116 -0.186 0.2355
H 0.903708 0.596170 3.053739 0.108 -0.065 -0.329 0.2118
H 2.528382 0.820399 2.359136 -0.591 -0.427 -0.126 0.2175
H 0.921415 2.390536 1.318109 0.021 -0.493 0.077 0.2497
H 1.436711 1.249025 0.084094 -0.141 0.049 0.242 0.2568
H -0.165849 1.089879 0.827945 0.327 -0.047 0.122 0.2280
H 1.867300 -0.644089 -0.237479 0.267 -0.210 0.310 0.2681
H 3.345492 -0.509574 0.736316 -0.608 -0.395 0.111 0.2225
H 3.394809 -2.411591 -0.772262 -0.122 -0.148 0.264 0.2564
H 3.460526 -3.008028 0.898356 -0.177 -0.091 -0.249 0.2085
H 1.955241 -3.168151 -0.086609 0.188 0.134 0.127 0.2276
H 0.282817 -2.874536 1.311981 -0.442 0.328 0.850 -0.0274
H -0.774717 -0.978062 1.612921 0.328 -0.921 0.540 -0.0184
```
Forces are in eV/Å.

Properties
* charge: 0
* Kohn-Sham gap: 5.0 eV


# 3
Molecular formula: C6H8LuO6
Method: DFT, ωB97M-V/def2-TZVPD

```
21
Properties=species:S:1:pos:R:3:forces:R:3:nbo_charge:R:1
O -2.252490 0.820914 1.248283 0.973 -1.588 1.918 -0.6744
C -2.361297 1.830715 2.233180 -3.009 4.534 -2.652 0.9475
O -2.908009 2.873100 1.974654 1.363 -2.235 0.754 -0.4650
O -1.797238 1.384342 3.283810 1.189 -1.097 2.050 -0.8701
C -2.126951 1.137329 -0.144258 0.223 0.290 -1.630 -0.1658
H -3.145046 1.281864 -0.536524 0.260 -0.045 0.102 0.2569
H -1.565880 2.071977 -0.278642 -0.232 -0.187 0.356 0.2297
C -1.433250 -0.012354 -0.799850 -1.485 0.738 -1.552 -0.2656
H -2.044814 -0.903234 -0.965947 0.419 0.138 0.108 0.2090
H -0.736380 0.243590 -1.600533 -0.112 -0.184 0.328 0.2134
O 2.034895 -0.490075 0.505378 -0.821 -0.697 1.206 -0.4518
C 1.006560 -1.276279 0.232789 -0.799 2.810 -3.121 1.0022
C 2.942871 -0.463677 -0.613279 0.883 -0.061 -0.530 -0.1097
O -0.175167 -0.950471 0.638783 1.564 -1.584 3.137 -0.8058
O 1.101374 -1.853546 -0.950492 -0.621 -0.396 1.589 -0.4075
C 2.380770 -1.549155 -1.536903 0.857 -0.212 -0.391 -0.1129
H 3.949574 -0.683444 -0.246342 -0.255 0.088 -0.102 0.2440
H 2.912990 0.538795 -1.055288 -0.062 -0.218 0.247 0.2304
H 2.985697 -2.461795 -1.547333 -0.193 0.206 -0.044 0.2365
H 2.203234 -1.197530 -2.557720 -0.014 -0.172 0.262 0.2450
Lu -0.971443 -0.341066 2.716235 -0.129 -0.128 -2.036 2.5141
```
Forces are in eV/Å.

Properties
* spin multiplicity: 2
* ΔE to the lowest compared entry with this formula, charge and spin: 0.0 kJ/mol
* expectation value of S²: 0.76
* charge: +2
* Kohn-Sham gap (spin up / spin down): 5.1 / 7.9 eV


Number 1: DFT total energy -50483.4805 eV. Number 2: DFT total energy -31018.4762 eV. Number 3: DFT total energy -52237.9464 eV.